No. 1
ORCA calculation (ωB97M-V with the def2-TZVPD basis set) on the molecule C31H36N4S.

Calculated values
F_max	7.01	eV Å⁻¹
Kohn-Sham gap	0.263	hartree
SMILES	[H]/N=C(\C)Cc1c(C)cc2c(c1C#C)Sc1c(ccc(-c3cccnc3)c1CCCCCC)N2NCC
energy	-49506.2114	eV
highest occupied orbital energy	-7.36	eV
LUMO	-0.008	hartree
multiplicity	1

Last column: Löwdin charge in e.
CARTESIAN COORDINATES (ANGSTROEM)
H1 3.457 -6.768 -1.501  0.04
N1 3.400 -6.219 -0.625  0.07
C1 3.584 -4.912 -0.901  -0.35
C2 3.792 -4.487 -2.443  -0.08
C3 3.543 -3.915 0.363  -0.12
C4 3.188 -2.388 0.013  -0.09
C5 4.094 -1.146 0.446  -0.14
C6 5.503 -1.363 1.253  -0.09
C7 3.680 0.339 0.121  0.03
C8 2.338 0.755 -0.660  -0.09
C9 1.483 -0.527 -1.123  -0.33
C10 1.876 -2.016 -0.807  -0.13
C11 0.839 -3.145 -1.334  -0.10
C12 -0.189 -3.982 -1.416  0.08
S1 -0.074 -0.185 -2.084  0.90
C13 -0.641 1.424 -1.341  -0.33
C14 0.505 2.440 -0.851  -0.09
C15 -0.094 3.815 -0.276  0.00
C16 -1.651 4.106 -0.159  0.00
C17 -2.752 3.033 -0.617  -0.11
C18 -4.328 3.330 -0.442  -0.15
C19 -5.222 3.613 -1.697  0.01
C20 -6.714 3.820 -1.272  -0.06
C21 -7.101 3.776 0.223  -0.15
N2 -6.319 3.526 1.407  0.02
C22 -4.968 3.297 0.963  -0.10
C23 -2.185 1.696 -1.232  -0.14
C24 -3.179 0.517 -1.749  -0.17
C25 -3.140 -0.702 -0.653  -0.20
C26 -2.582 -0.264 0.797  -0.20
C27 -2.915 -1.438 1.863  -0.24
C28 -1.649 -2.412 2.111  -0.26
C29 -2.109 -3.552 3.175  -0.14
N3 1.915 2.108 -0.990  -0.16
N4 2.826 3.114 -0.879  -0.06
C30 3.128 3.581 0.506  -0.24
C31 4.738 3.897 0.661  -0.11
H2 2.802 -4.609 -3.050  0.09
H3 4.161 -3.405 -2.567  0.08
H4 4.542 -5.237 -2.923  0.08
H5 2.683 -4.299 1.054  0.13
H6 4.514 -4.067 0.958  0.10
H7 5.826 -2.464 1.300  0.06
H8 6.302 -0.824 0.592  0.09
H9 5.479 -0.895 2.301  0.08
H10 4.389 1.173 0.469  0.08
H11 -1.172 -4.584 -1.413  0.07
H12 0.605 4.652 0.075  0.07
H13 -1.998 5.106 0.289  0.09
H14 -4.900 3.637 -2.797  0.11
H15 -7.522 4.008 -2.074  0.09
H16 -8.229 3.979 0.450  0.10
H17 -4.232 3.042 1.832  0.12
H18 -4.252 0.950 -1.857  0.10
H19 -2.873 0.129 -2.801  0.11
H20 -2.385 -1.478 -1.091  0.08
H21 -4.170 -1.220 -0.598  0.11
H22 -1.419 -0.171 0.770  0.11
H23 -3.039 0.723 1.205  0.11
H24 -3.225 -0.903 2.855  0.12
H25 -3.811 -2.080 1.518  0.11
H26 -0.766 -1.753 2.493  0.11
H27 -1.280 -2.882 1.117  0.09
H28 -1.308 -3.765 3.989  0.07
H29 -3.102 -3.197 3.634  0.06
H30 -2.330 -4.523 2.566  0.08
H31 3.687 2.864 -1.409  0.13
H32 2.603 4.549 0.831  0.10
H33 2.929 2.717 1.265  0.12
H34 4.884 5.018 0.956  0.08
H35 5.214 3.293 1.533  0.08
H36 5.319 3.751 -0.320  0.07

No. 2
ORCA calculation (ωB97M-V with the def2-TZVPD basis set) on C31H36N6O4OsS2 as an isolated structure.

Calculated values
F_max	4.74	eV Å⁻¹
Kohn-Sham gap (alpha / beta)	0.176 / 0.177	hartree
energy	-73984.5237	eV
highest occupied orbital energy (alpha / beta)	-12.49 / -12.49	eV
LUMO (alpha / beta)	-0.283 / -0.282	hartree
total charge	+2
multiplicity	1

Last column: Löwdin charge in e.
CARTESIAN COORDINATES (ANGSTROEM)
Os1 -0.637 -0.543 -0.348  1.64
N1 -2.874 -3.857 1.033  0.25
C1 -2.212 -2.946 0.332  -0.49
O1 -1.709 -1.951 0.899  -0.10
C2 -2.033 -3.106 -1.148  -0.15
C3 -1.690 -1.736 -1.747  -0.23
H1 -2.944 -3.758 2.035  0.14
H2 -3.272 -4.682 0.611  0.14
H3 -2.927 -3.527 -1.615  0.14
H4 -1.218 -3.814 -1.320  0.13
H5 -2.635 -1.216 -1.935  0.05
H6 -1.146 -1.861 -2.686  0.09
C4 1.724 -7.132 2.360  -0.03
C5 1.768 -5.659 2.133  -0.24
C6 0.930 -5.085 1.177  -0.01
C7 1.009 -3.736 0.895  -0.08
C8 1.890 -2.939 1.603  -0.27
C9 2.718 -3.477 2.569  -0.03
C10 2.661 -4.839 2.820  0.00
S1 2.047 -1.268 1.003  0.66
O2 1.909 -1.358 -0.441  -0.35
O3 3.212 -0.613 1.517  -0.26
N2 0.691 -0.376 1.360  -0.21
C11 0.378 0.252 2.500  -0.27
C12 1.168 0.294 3.654  0.02
C13 0.775 1.055 4.750  -0.04
C14 -0.414 1.751 4.763  0.00
C15 -1.274 1.706 3.643  -0.13
C16 -2.518 2.366 3.584  0.04
C17 -3.276 2.279 2.442  -0.01
C18 -2.791 1.533 1.362  -0.10
N3 -1.636 0.909 1.390  0.05
C19 -0.874 0.967 2.498  -0.16
H7 0.710 -7.510 2.258  0.09
H8 2.109 -7.399 3.338  0.09
H9 2.338 -7.636 1.613  0.10
H10 0.244 -5.715 0.629  0.12
H11 0.443 -3.284 0.097  0.07
H12 3.423 -2.844 3.084  0.12
H13 3.335 -5.277 3.542  0.13
H14 2.111 -0.230 3.666  0.11
H15 1.423 1.101 5.611  0.12
H16 -0.701 2.338 5.623  0.13
H17 -2.861 2.932 4.437  0.14
H18 -4.232 2.771 2.366  0.12
H19 -3.360 1.452 0.447  0.11
O4 0.518 0.428 -1.777  -0.12
C20 1.321 1.296 -2.126  -0.41
C21 2.501 0.984 -2.982  -0.06
C22 3.668 0.972 -1.959  -0.14
C23 3.896 2.254 -1.142  -0.17
C24 2.986 2.439 0.086  -0.14
C25 1.510 2.769 -0.239  -0.15
N4 1.276 2.582 -1.666  0.08
H20 2.665 1.734 -3.754  0.14
H21 2.401 -0.003 -3.425  0.13
H22 4.574 0.763 -2.528  0.13
H23 3.510 0.135 -1.276  0.09
H24 3.871 3.142 -1.780  0.12
H25 4.913 2.197 -0.752  0.12
H26 3.395 3.253 0.684  0.12
H27 3.041 1.525 0.679  0.08
H28 1.260 3.803 0.008  0.13
H29 0.834 2.107 0.306  0.08
H30 1.893 3.193 -2.192  0.14
N5 -2.710 5.621 -4.682  0.10
C26 -3.307 4.434 -4.664  -0.82
S2 -4.557 4.084 -5.696  0.74
C27 -2.844 3.410 -3.714  -0.22
C28 -2.189 3.709 -2.518  0.02
C29 -1.819 2.669 -1.675  -0.15
N6 -2.026 1.387 -1.951  0.03
C30 -2.628 1.103 -3.101  -0.11
C31 -3.073 2.062 -3.991  -0.01
H31 -3.016 6.327 -5.335  0.11
H32 -1.946 5.848 -4.068  0.10
H33 -1.991 4.725 -2.212  0.12
H34 -1.345 2.888 -0.730  0.10
H35 -2.779 0.062 -3.340  0.10
H36 -3.587 1.773 -4.895  0.09

No. 3
ORCA calculation (ωB97M-V with the def2-TZVPD basis set) on C31H37CoN7O2SSbSe as an isolated structure.

Calculated values
F_max	0.58	eV Å⁻¹
Kohn-Sham gap (alpha / beta)	0.260 / 0.260	hartree
energy	-167608.0144	eV
highest occupied orbital energy (alpha / beta)	-13.05 / -13.05	eV
LUMO (alpha / beta)	-0.220 / -0.220	hartree
energy relative to the best compared isomer or geometry (same formula, charge and spin)	27.2	kJ/mol
total charge	+2
multiplicity	1

Last column: Löwdin charge in e.
CARTESIAN COORDINATES (ANGSTROEM)
Co1 1.043 0.366 0.717  -0.12
O1 -3.959 -0.702 -0.669  0.07
C1 -3.238 -1.106 -1.723  -0.27
C2 -3.930 -1.762 -2.744  0.00
C3 -3.261 -2.228 -3.854  -0.04
C4 -1.878 -2.057 -3.985  -0.07
C5 -1.187 -1.415 -2.987  -0.04
C6 -1.845 -0.929 -1.843  -0.11
C7 -1.041 -0.304 -0.798  -0.41
O2 0.236 -0.237 -0.932  -0.18
N1 -1.661 0.166 0.293  0.10
N2 -0.739 0.637 1.155  -0.15
C8 -1.014 1.190 2.280  -0.05
C9 0.164 1.605 3.027  -0.23
C10 0.118 2.274 4.239  0.02
C11 1.308 2.639 4.847  -0.01
C12 2.506 2.325 4.225  -0.01
C13 2.481 1.655 3.014  -0.11
N3 1.339 1.300 2.420  -0.01
H1 -3.370 -0.248 -0.035  0.07
H2 -4.999 -1.883 -2.637  0.13
H3 -3.817 -2.728 -4.636  0.12
H4 -1.363 -2.422 -4.863  0.11
H5 -0.116 -1.273 -3.058  0.12
H6 -2.033 1.344 2.617  0.15
H7 -0.838 2.507 4.687  0.13
H8 1.300 3.163 5.793  0.13
H9 3.456 2.592 4.666  0.12
H10 3.390 1.386 2.494  0.08
C14 2.996 4.901 -0.920  -0.16
C15 2.494 3.953 0.167  -0.39
Sb1 1.084 2.527 -0.559  1.57
C16 -0.812 3.502 -0.511  -0.38
C17 -0.729 4.964 -0.946  -0.16
C18 1.379 2.353 -2.653  -0.37
C19 2.611 1.590 -3.118  -0.18
H11 3.708 5.609 -0.497  0.08
H12 2.186 5.478 -1.365  0.06
H13 3.505 4.362 -1.719  0.07
H14 1.996 4.488 0.978  0.06
H15 3.316 3.386 0.606  0.04
H16 -1.219 3.409 0.496  0.05
H17 -1.457 2.924 -1.175  0.06
H18 -0.121 5.557 -0.262  0.07
H19 -1.726 5.406 -0.965  0.08
H20 -0.312 5.068 -1.949  0.07
H21 1.383 3.387 -3.004  0.06
H22 0.459 1.890 -3.014  0.06
H23 3.531 2.001 -2.701  0.06
H24 2.683 1.652 -4.205  0.08
H25 2.562 0.539 -2.835  0.04
S1 3.255 0.266 0.052  0.72
C20 3.697 -1.357 -0.357  -0.71
N4 4.166 -2.175 0.618  0.08
C21 4.589 -3.430 0.384  -0.01
C22 4.565 -3.898 -0.898  0.01
C23 4.094 -3.017 -1.874  -0.04
N5 3.670 -1.787 -1.612  0.12
H26 4.184 -1.804 1.562  0.15
H27 4.935 -3.996 1.237  0.15
H28 4.904 -4.894 -1.139  0.13
H29 4.061 -3.318 -2.914  0.13
C24 -0.979 -3.622 -0.529  0.01
N6 -1.501 -3.006 0.681  -0.03
C25 -0.812 -2.333 1.612  -0.63
Se1 1.021 -1.943 1.598  0.86
N7 -1.672 -1.943 2.565  0.14
C26 -2.960 -2.362 2.250  -0.17
C27 -4.180 -2.212 2.896  0.01
C28 -5.278 -2.765 2.267  -0.05
C29 -5.165 -3.443 1.043  -0.04
C30 -3.950 -3.596 0.407  0.01
C31 -2.847 -3.039 1.042  -0.16
H30 0.063 -3.337 -0.642  0.07
H31 -1.548 -3.267 -1.387  0.08
H32 -1.063 -4.705 -0.449  0.12
H33 -1.375 -1.473 3.405  0.16
H34 -4.270 -1.695 3.841  0.12
H35 -6.251 -2.676 2.729  0.12
H36 -6.055 -3.856 0.590  0.12
H37 -3.866 -4.118 -0.536  0.13